No. 1
A structure of composition C26H46Br18O10S5 at a distorted geometry. Source: the OMol25 dataset; level of theory: wB97M-V/def2-TZVPD.

Properties
energy: -1363119.0376 eV
energy above the lowest of the compared OMol25 structures with the same formula, charge and spin: 70.1 kJ/mol
HOMO-LUMO gap: 0.2833 hartree
net charge: 0
F_max: 3.90 eV Å⁻¹
LUMO level: -0.5 eV

Geometry (Å):
C: 1.023 -5.301 1.444
Br: 2.689 -5.134 2.476
Br: -0.438 -4.874 2.696
Br: 0.731 -7.103 0.751
H: 1.086 -4.535 0.685
C: 2.039 -0.107 4.820
Br: 2.041 0.787 6.567
Br: 1.478 -2.004 5.094
Br: 3.741 -0.093 3.931
H: 1.303 0.306 4.142
C: -2.423 -1.878 -5.418
Br: -3.185 -0.802 -3.999
Br: -0.480 -2.166 -5.188
Br: -2.826 -1.216 -7.222
H: -2.820 -2.876 -5.311
C: 5.168 0.239 0.179
Br: 6.102 -1.057 1.308
Br: 6.427 0.892 -1.219
Br: 4.489 1.739 1.208
H: 4.284 -0.199 -0.263
C: -5.645 1.163 0.186
Br: -3.864 0.429 -0.098
Br: -5.577 2.835 1.173
Br: -6.752 -0.134 1.075
H: -6.120 1.308 -0.774
C: 3.134 -2.934 -3.102
Br: 4.408 -3.165 -1.632
Br: 3.629 -3.965 -4.697
Br: 2.921 -1.094 -3.706
H: 2.152 -3.164 -2.711
C: 0.177 4.188 3.721
C: 1.409 3.723 2.927
C: 1.033 3.539 1.463
S: -0.641 4.229 1.215
O: -1.601 3.133 1.285
O: -0.603 5.089 0.041
C: -0.625 5.116 2.818
H: 0.391 4.605 4.706
H: -0.485 3.378 4.042
H: 1.865 2.810 3.313
H: 2.122 4.530 3.104
H: 1.088 2.539 1.038
H: 1.753 4.139 0.905
H: -1.628 5.365 3.161
H: -0.121 6.070 2.643
C: -3.010 2.117 4.131
C: -2.826 0.682 3.616
C: -1.413 0.284 4.012
S: -1.214 0.951 5.712
O: 0.074 1.635 5.725
O: -1.545 -0.057 6.687
C: -2.626 2.107 5.608
H: -4.048 2.421 3.993
H: -2.380 2.841 3.616
H: -2.960 0.665 2.540
H: -3.548 0.070 4.159
H: -0.629 0.781 3.436
H: -1.098 -0.758 3.966
H: -2.387 2.997 6.192
H: -3.314 1.585 6.279
C: 2.467 3.992 -4.691
C: 1.182 4.787 -4.466
C: 0.762 4.403 -3.038
S: 2.321 4.324 -2.070
O: 2.440 3.002 -1.445
O: 2.511 5.535 -1.331
C: 3.404 4.301 -3.548
H: 2.982 4.007 -5.654
H: 2.208 2.927 -4.633
H: 0.374 4.485 -5.137
H: 1.200 5.871 -4.587
H: 0.427 3.367 -3.066
H: 0.115 5.035 -2.436
H: 4.224 3.592 -3.440
H: 3.880 5.284 -3.552
C: -1.074 -7.482 -3.227
C: -2.434 -7.342 -2.533
C: -2.320 -6.193 -1.531
S: -1.156 -4.983 -2.301
O: 0.040 -4.892 -1.481
O: -1.920 -3.812 -2.637
C: -0.745 -6.079 -3.721
H: -1.181 -8.175 -4.061
H: -0.369 -7.903 -2.509
H: -2.863 -8.191 -2.000
H: -3.180 -7.119 -3.300
H: -1.930 -6.343 -0.524
H: -3.241 -5.631 -1.370
H: 0.241 -5.865 -4.125
H: -1.480 -5.779 -4.473
C: -0.674 -0.627 -1.274
C: 0.159 0.662 -1.158
C: 1.474 0.195 -0.495
S: 0.914 -0.884 0.876
O: 0.598 -0.055 2.023
O: 1.843 -1.990 1.000
C: -0.693 -1.253 0.125
H: -0.371 -1.334 -2.052
H: -1.714 -0.494 -1.604
H: -0.390 1.400 -0.571
H: 0.356 1.123 -2.126
H: 1.981 1.045 -0.039
H: 2.101 -0.385 -1.170
H: -1.513 -0.874 0.734
H: -0.875 -2.327 0.165

=====

No. 2
A cluster of 6 separate species, C31H56N3O18P2 in total at a distorted geometry. Source: the OMol25 dataset; level of theory: wB97M-V/def2-TZVPD.

Properties
energy: -92951.8356 eV
HOMO-LUMO gap: 0.2102 hartree
net charge: -1
F_max: 4.58 eV Å⁻¹
LUMO level: 1.8 eV

Geometry (Å):
C: 1.668 -0.402 1.874
C: 0.297 -0.415 1.069
N: 0.167 -1.412 0.198
C: -0.883 0.684 1.248
P: -0.380 2.433 0.582
C: -0.264 3.205 2.336
C: 0.651 2.425 3.369
O: 0.144 1.865 4.392
C: -0.350 1.746 -1.228
C: 1.104 1.302 -1.751
C: 1.904 2.415 -2.590
C: 3.414 2.596 -2.012
C: 4.554 2.150 -3.043
N: 4.833 0.661 -3.013
C: -2.185 2.988 0.294
C: -3.298 2.408 1.277
C: -4.499 3.497 1.409
C: -5.100 3.529 2.904
O: -4.990 4.870 3.516
C: -4.562 4.752 4.872
C: -3.051 4.903 5.352
O: -5.428 4.552 5.768
P: 0.253 4.429 -0.243
N: 1.846 4.540 0.050
H: 2.342 -1.256 1.503
H: 1.555 -0.472 3.007
H: 2.254 0.566 1.642
H: -0.744 -1.350 -0.283
H: -1.272 0.713 2.333
H: -1.751 0.218 0.642
H: 0.994 2.018 0.725
H: 0.241 4.239 2.202
H: -1.253 3.417 2.858
H: 1.781 2.375 3.158
H: -0.752 2.502 -2.005
H: -1.031 0.820 -1.352
H: 0.926 0.421 -2.479
H: 1.789 0.873 -0.936
H: 1.367 3.410 -2.708
H: 2.054 2.009 -3.662
H: 3.592 2.031 -1.039
H: 3.571 3.712 -1.765
H: 4.402 2.534 -4.106
H: 5.534 2.640 -2.669
H: 5.863 0.551 -2.964
H: 4.491 0.292 -2.114
H: -2.202 4.141 0.415
H: -2.561 2.809 -0.782
H: -2.962 2.160 2.333
H: -3.801 1.469 0.831
H: -4.164 4.561 1.171
H: -5.344 3.249 0.671
H: -4.560 2.808 3.615
H: -6.209 3.230 2.937
H: -2.335 5.135 4.493
H: -2.932 5.744 6.130
H: -2.661 3.955 5.865
H: -0.112 4.602 -1.619
H: -0.411 5.489 0.490
H: 1.939 5.360 0.680
C: 9.718 3.430 -0.353
C: 8.860 4.379 -1.134
O: 8.236 3.533 -2.090
C: 8.242 2.273 -1.575
O: 7.648 1.349 -2.046
O: 9.011 2.202 -0.454
H: 9.829 3.730 0.690
H: 10.711 3.303 -0.794
H: 8.087 4.848 -0.519
H: 9.442 5.159 -1.628
C: 0.617 -4.473 1.981
C: -0.544 -5.393 2.200
O: 0.023 -6.443 2.976
C: 1.118 -5.930 3.606
O: 1.730 -6.498 4.465
O: 1.425 -4.694 3.133
H: 0.313 -3.428 1.913
H: 1.194 -4.733 1.090
H: -1.349 -4.924 2.773
H: -0.953 -5.778 1.265
C: 2.635 -7.401 -0.186
C: 2.389 -8.167 -1.451
O: 1.292 -7.477 -2.034
C: 1.304 -6.210 -1.536
O: 0.618 -5.319 -1.942
O: 2.196 -6.089 -0.515
H: 3.687 -7.397 0.101
H: 2.038 -7.773 0.652
H: 3.239 -8.125 -2.138
H: 2.136 -9.211 -1.264
C: -7.593 -0.271 -1.329
C: -7.138 -0.176 0.096
O: -5.725 -0.277 -0.009
C: -5.389 0.119 -1.271
O: -4.266 0.314 -1.645
O: -6.496 0.265 -2.052
H: -8.500 0.305 -1.517
H: -7.756 -1.305 -1.648
H: -7.391 0.786 0.553
H: -7.540 -0.979 0.716
C: -2.754 -6.350 -4.065
C: -2.199 -4.959 -4.114
O: -3.329 -4.174 -4.475
C: -4.435 -4.870 -4.101
O: -5.547 -4.427 -4.106
O: -4.116 -6.138 -3.717
H: -2.254 -6.972 -3.322
H: -2.712 -6.853 -5.036
H: -1.829 -4.622 -3.142
H: -1.402 -4.855 -4.852

=====

No. 3
A cluster of 2 separate species, C17H19NO in total at a distorted geometry. Source: the OMol25 dataset; level of theory: wB97M-V/def2-TZVPD.

Properties
energy: -21474.8459 eV
energy above the lowest of the compared OMol25 structures with the same formula, charge and spin: 134.1 kJ/mol
SMILES string: Cc1c[nH]c2ccccc12.CCc1ccc(O)cc1
HOMO-LUMO gap: 0.3085 hartree
net charge: 0
F_max: 1.14 eV Å⁻¹
LUMO level: 0.7 eV

Geometry (Å):
C: -2.103 0.444 -2.052
C: -3.469 1.076 -1.763
C: -0.921 1.246 -1.538
C: -1.037 2.426 -0.809
C: 0.353 0.681 -1.674
C: 0.025 2.874 -0.020
C: 1.428 1.212 -0.990
C: 1.265 2.284 -0.125
O: 2.309 2.663 0.702
H: -2.113 -0.522 -1.547
H: -1.951 0.285 -3.125
H: -3.682 2.014 -2.267
H: -1.990 2.937 -0.822
H: 0.460 -0.187 -2.321
H: -0.170 3.733 0.623
H: 2.408 0.750 -1.075
H: 2.767 3.429 0.301
H: -3.508 1.182 -0.677
H: -4.246 0.360 -2.051
C: 3.271 -2.542 0.605
C: 0.205 -0.624 1.573
C: 0.798 -1.713 0.913
C: 2.207 -1.603 1.092
C: 2.421 -0.466 1.819
C: -1.976 -1.363 1.087
C: -1.160 -0.393 1.616
C: -1.420 -2.560 0.569
C: -0.065 -2.705 0.394
N: 1.206 0.099 2.153
H: -3.043 -1.233 0.971
H: -1.576 0.510 2.050
H: -2.046 -3.415 0.371
H: 0.318 -3.480 -0.265
H: 1.084 1.042 2.475
H: 3.288 -0.094 2.354
H: 3.545 -3.298 1.332
H: 4.220 -2.032 0.429
H: 2.899 -3.015 -0.308

=====

No. 4
A structure of composition C34H48BaBrN4O8 at a distorted geometry. Source: the OMol25 dataset; level of theory: wB97M-V/def2-TZVPD.

Properties
energy: -129120.7323 eV
energy above the lowest of the compared OMol25 structures with the same formula, charge and spin: 237.5 kJ/mol
HOMO-LUMO gap: 0.2882 hartree
net charge: -1
F_max: 4.87 eV Å⁻¹
LUMO level: 2.4 eV

Geometry (Å):
Ba: 0.835 -0.094 -1.899
C: -2.101 4.909 1.479
C: -1.882 3.557 0.808
C: -3.055 2.620 1.066
C: -3.163 1.354 0.216
C: -2.854 1.684 -1.238
C: -4.605 0.854 0.284
N: -2.207 0.253 0.664
C: -2.612 -0.400 1.942
C: -1.502 -0.855 2.880
N: -0.451 -1.687 2.335
C: -0.798 -2.782 1.456
C: -0.075 -2.790 0.117
O: 0.067 -3.854 -0.491
O: 0.261 -1.601 -0.326
C: 0.618 -2.061 3.275
C: 0.128 -2.902 4.447
C: 1.481 -0.914 3.796
C: 2.115 0.030 2.783
C: 3.286 0.748 3.457
C: 2.646 -0.741 1.581
N: 1.083 0.986 2.292
C: 0.995 2.281 2.932
C: -0.294 2.957 2.570
N: -0.551 2.964 1.135
C: 0.520 3.596 0.353
C: 0.358 3.347 -1.136
O: 0.140 4.307 -1.871
O: 0.447 2.070 -1.474
H: -2.942 5.435 1.011
H: -1.225 5.560 1.390
H: -2.334 4.796 2.544
H: -1.867 3.760 -0.260
H: -3.961 3.205 0.851
H: -3.123 2.372 2.136
H: -3.385 2.604 -1.521
H: -3.202 0.880 -1.899
H: -1.786 1.847 -1.419
H: -5.242 1.574 -0.246
H: -4.988 0.767 1.309
H: -4.716 -0.120 -0.217
H: -2.260 -0.990 -0.377
H: -1.276 0.662 0.760
H: -3.288 -1.220 1.706
H: -3.200 0.282 2.552
H: -2.039 -1.318 3.720
H: -1.030 0.052 3.276
H: -1.860 -2.728 1.208
H: -0.643 -3.761 1.906
H: 1.292 -2.694 2.692
H: -0.435 -2.302 5.173
H: 0.971 -3.350 4.989
H: -0.522 -3.717 4.111
H: 2.292 -1.393 4.370
H: 0.919 -0.312 4.536
H: 4.078 0.015 3.667
H: 3.015 1.227 4.410
H: 3.711 1.516 2.796
H: 3.334 -1.533 1.913
H: 3.199 -0.075 0.901
H: 1.832 -1.204 1.004
H: 1.104 1.078 1.291
H: 1.842 2.938 2.728
H: 0.984 2.155 4.015
H: -0.267 3.966 2.994
H: -1.113 2.426 3.065
H: 1.479 3.158 0.666
H: 0.571 4.675 0.516
Br: 6.645 2.245 -6.472
C: 6.262 0.920 -5.164
C: 7.257 0.028 -4.796
C: 6.955 -0.931 -3.830
C: 5.694 -0.975 -3.248
C: 4.707 -0.079 -3.635
C: 4.992 0.874 -4.609
C: 3.340 -0.148 -2.995
O: 2.342 -0.442 -3.755
O: 3.279 0.088 -1.739
H: 8.237 0.086 -5.253
H: 7.714 -1.643 -3.521
H: 5.475 -1.707 -2.476
H: 4.229 1.573 -4.932
O: -2.636 -1.707 -1.020
C: -2.126 -1.705 -2.229
O: -1.302 -0.875 -2.638
C: -2.602 -2.808 -3.122
C: -3.792 -3.479 -2.883
C: -4.206 -4.476 -3.759
C: -3.421 -4.810 -4.859
C: -2.224 -4.140 -5.092
C: -1.823 -3.133 -4.224
H: -4.379 -3.225 -2.008
H: -5.136 -4.998 -3.573
H: -3.738 -5.595 -5.534
H: -1.601 -4.403 -5.941
H: -0.893 -2.603 -4.392

=====

No. 5
A cluster of 2 separate species, C13H24NO7P in total at a distorted geometry. Source: the OMol25 dataset; level of theory: wB97M-V/def2-TZVPD.

Properties
energy: -38978.0525 eV
energy above the lowest of the compared OMol25 structures with the same formula, charge and spin: 134.6 kJ/mol
SMILES string: CCP(C)[C@H]1OC(=O)O[C@H]1N(C)C(C)=O.CCOC(=O)OC
HOMO-LUMO gap: 0.3187 hartree
net charge: 0
F_max: 5.15 eV Å⁻¹
LUMO level: 0.5 eV

Geometry (Å):
C: -1.744 0.858 -0.372
C: -1.942 1.411 -1.899
P: -0.812 0.342 -2.982
C: -1.703 -0.213 -4.588
C: 0.701 1.365 -3.603
O: 0.488 2.788 -3.267
C: 1.239 2.876 -2.026
O: 0.887 3.299 -0.920
O: 2.501 2.278 -2.427
C: 2.074 0.927 -2.826
N: 1.947 -0.094 -1.756
C: 3.038 -0.007 -0.733
C: 2.011 -1.481 -2.302
C: 0.934 -2.510 -1.664
O: 2.792 -1.855 -3.207
H: -1.861 1.679 0.411
H: -0.675 0.421 -0.314
H: -2.451 -0.028 -0.228
H: -1.672 2.519 -1.879
H: -3.055 1.316 -2.152
H: -2.817 0.022 -4.568
H: -1.136 0.232 -5.472
H: -1.536 -1.355 -4.638
H: 0.991 1.176 -4.700
H: 2.930 0.655 -3.553
H: 3.194 1.039 -0.305
H: 2.702 -0.668 0.154
H: 4.002 -0.397 -1.214
H: 0.631 -3.299 -2.437
H: -0.040 -1.952 -1.390
H: 1.328 -2.946 -0.686
C: -2.498 -1.650 5.760
C: -1.398 -2.275 4.923
O: -1.047 -1.437 3.815
C: -0.302 -0.361 4.114
O: 0.093 -0.051 5.213
O: -0.093 0.330 2.982
C: 0.598 1.564 3.177
H: -3.361 -1.403 5.138
H: -2.814 -2.331 6.553
H: -2.164 -0.719 6.224
H: -1.759 -3.216 4.499
H: -0.515 -2.509 5.523
H: 1.538 1.412 3.711
H: -0.042 2.266 3.716
H: 0.822 1.982 2.195

=====

No. 6
A cluster of 2 separate species, ClH2NO in total at a distorted geometry. Source: the OMol25 dataset; level of theory: wB97M-V/def2-TZVPD.

Properties
energy: -16086.8640 eV
energy above the lowest of the compared OMol25 structures with the same formula, charge and spin: 267.3 kJ/mol
HOMO-LUMO gap (spin up / spin down): 0.2894 / 0.2893 hartree
net charge: 0
F_max: 3.49 eV Å⁻¹
LUMO level (spin up / spin down): -2.3 / -2.3 eV

Geometry (Å):
N: 0.765 0.775 0.101
O: -1.097 0.127 -0.652
Cl: -1.463 -1.360 -0.137
H: 0.591 0.500 1.100
H: 1.205 -0.042 -0.412

=====

No. 7
An isolated molecule of C5H9N at a distorted geometry. Source: the OMol25 dataset; level of theory: wB97M-V/def2-TZVPD.

Properties
energy: -6820.7192 eV
energy above the lowest of the compared OMol25 structures with the same formula, charge and spin: 26.6 kJ/mol
SMILES string: CCCCC#N
HOMO-LUMO gap: 0.4529 hartree
net charge: 0
F_max: 1.19 eV Å⁻¹
LUMO level: 0.9 eV

Geometry (Å):
C: -1.795 -0.192 0.969
C: -1.056 0.557 -0.136
C: 0.222 -0.151 -0.612
C: 1.594 0.341 -0.105
C: 2.604 -0.528 -0.724
N: 3.295 -1.281 -1.267
H: -1.235 -0.217 1.908
H: -2.772 0.255 1.172
H: -1.968 -1.231 0.670
H: -0.864 1.594 0.162
H: -1.728 0.624 -0.997
H: 0.153 -1.214 -0.354
H: 0.268 -0.108 -1.705
H: 1.707 0.284 0.984
H: 1.795 1.378 -0.401

=====

No. 8
An isolated molecule of C4H4N2OS at a distorted geometry. Source: the OMol25 dataset; level of theory: wB97M-V/def2-TZVPD.

Properties
energy: -20070.6832 eV
energy above the lowest of the compared OMol25 structures with the same formula, charge and spin: 486.9 kJ/mol
SMILES string: CO/N=C/C(=S)C#N
HOMO-LUMO gap: 0.2988 hartree
net charge: 0
F_max: 4.13 eV Å⁻¹
LUMO level: -1.5 eV

Geometry (Å):
C: -1.008 1.942 1.006
C: 0.395 -0.309 -1.184
C: 0.885 -1.692 -0.973
C: 0.764 -2.333 0.405
H: -1.572 0.919 1.450
H: -1.618 2.886 0.846
H: 0.024 1.919 1.684
H: 0.626 0.207 -2.048
N: 0.045 0.337 -0.134
N: 0.147 -2.878 1.259
O: -0.281 1.598 -0.268
S: 1.593 -2.596 -2.043